Entry 1:
{"formula": "C9H11BrF3N", "method": "ωB97M-V/def2-TZVPD", "elements": ["C", "C", "C", "C", "C", "C", "C", "C", "C", "N", "F", "F", "F", "Br", "H", "H", "H", "H", "H", "H", "H", "H", "H", "H", "H"], "positions_angstrom": [[0.68362, -1.65525, 1.40498], [0.40400, -2.37813, 0.18611], [-0.89847, 0.33187, 0.89365], [-0.41934, -0.69640, 1.87300], [-0.64124, -2.97625, -0.38467], [0.01301, 0.70319, -0.26508], [1.29037, 0.92707, -0.02554], [-0.70247, 0.92655, -1.56654], [-0.55226, -3.76572, -1.66280], [-2.11413, 0.68172, 0.96083], [-1.05723, -3.13955, -2.71410], [0.74444, -3.98286, -1.94221], [-1.10003, -5.01674, -1.43396], [-2.35832, -2.63519, 0.34856], [1.00897, -2.25571, 2.26830], [1.35940, -2.56916, -0.36231], [-1.18379, -1.32510, 2.44453], [-0.12225, 0.03074, 2.66547], [1.60887, -1.07771, 1.41534], [1.46432, 0.68809, 1.06354], [2.13123, 1.23997, -0.68461], [-0.04796, 0.68731, -2.34223], [-1.08796, 1.89435, -1.71305], [-1.38791, -0.01783, -1.69477], [-2.51480, 1.44927, 0.39781]], "forces_ev_per_angstrom": [[0.093, 1.929, 2.699], [2.142, -1.935, -2.257], [-1.294, -0.784, -2.040], [-0.356, -0.187, 2.317], [-0.283, 1.560, 1.067], [-0.971, 1.141, 0.000], [0.940, -0.395, 1.808], [-0.621, -3.925, 0.695], [0.842, -0.913, 1.504], [-0.536, 0.622, 1.000], [-0.748, -0.502, -0.067], [0.033, -0.234, -0.316], [0.053, 1.476, -0.995], [-0.316, -0.741, -0.542], [-0.856, -0.812, -0.278], [-0.866, -0.010, 0.281], [0.375, 1.397, -1.346], [0.758, -0.876, 0.040], [0.037, -0.188, -1.214], [0.894, 0.857, -1.442], [-1.048, -0.267, 0.467], [1.550, 0.244, -1.435], [-1.036, 0.909, -0.050], [0.230, 2.324, 0.323], [0.986, -0.689, -0.220]], "energy_ev": -89193.8021, "homo_energy_ev": -9.4724, "e_above_lowest_kcal_mol": 24.41, "smiles": "[H]/N=C(/CC/C=C(\\Br)C(F)(F)F)C(=C)C", "mol_weight_g_mol": 270.09, "charge": 0, "gap_ha": 0.371}

***

Entry 2:
{"formula": "C9H11BrN", "method": "ωB97M-V/def2-TZVPD", "elements": ["C", "C", "C", "C", "C", "C", "C", "C", "C", "N", "Br", "H", "H", "H", "H", "H", "H", "H", "H", "H", "H", "H"], "positions_angstrom": [[0.14841, -3.87032, 0.48925], [-1.14433, -3.30991, 0.44026], [1.21888, -3.18806, -0.10060], [-1.27682, -2.09897, -0.07365], [1.04475, -1.90569, -0.63511], [-0.23829, -1.38643, -0.78402], [0.39312, 3.79952, -0.34401], [-0.18395, 2.83071, 0.66017], [-0.53040, -0.41407, -1.70555], [0.64426, 2.40800, -0.49845], [0.63856, 0.41093, -2.98125], [0.24426, -4.79271, 1.00598], [-2.10200, -3.88917, 0.65994], [2.23113, -3.52617, 0.04639], [-2.26835, -1.62694, -0.03203], [1.87475, -1.41104, -1.15411], [-0.40587, 4.18725, -1.07866], [1.12287, 4.57269, -0.15055], [0.18478, 2.66022, 1.58606], [-1.19688, 2.31103, 0.48595], [-1.61680, -0.26444, -1.68992], [1.54626, 2.11440, -0.37824]], "forces_ev_per_angstrom": [[-0.491, 0.913, -0.619], [-0.830, -2.563, 0.515], [0.281, 1.246, 1.090], [-1.784, 3.072, -1.684], [1.328, -1.733, -1.012], [0.527, -0.438, 0.986], [-3.159, 0.901, -1.130], [-1.664, -1.350, -3.732], [-0.168, 0.450, -0.480], [-2.316, 0.231, -0.911], [-1.624, -1.170, 1.498], [0.490, -0.798, 0.103], [1.724, 0.817, 0.381], [0.070, -0.383, -0.248], [0.331, -0.208, -0.294], [-0.210, -0.177, 0.484], [1.422, -0.499, 1.051], [0.338, -0.398, 0.535], [1.316, 0.022, 2.798], [1.232, 1.672, 0.556], [0.399, 0.952, -0.926], [2.791, -0.558, 1.041]], "energy_ev": -81033.0407, "homo_energy_ev": -12.1685, "e_above_lowest_kcal_mol": 76.99, "mol_weight_g_mol": 213.10, "charge": 1, "gap_ha": 0.208}

***

Entry 3:
{"formula": "C9H11BrN2", "method": "ωB97M-V/def2-TZVPD", "elements": ["C", "C", "C", "C", "C", "C", "C", "C", "C", "N", "N", "Br", "H", "H", "H", "H", "H", "H", "H", "H", "H", "H", "H"], "positions_angstrom": [[-1.45280, -0.02107, 1.06026], [-1.72514, 0.56774, -1.29550], [-2.85841, 0.04158, 1.24713], [-3.03421, 0.74088, -1.10468], [-0.92686, 0.16435, -0.18333], [-3.59660, 0.29441, 0.09335], [1.20462, 0.38127, -1.58686], [1.24776, -1.24989, 0.27387], [0.58861, 0.04177, -0.30966], [0.53128, 1.83975, 1.58096], [1.32370, 1.11667, 1.03236], [-5.49252, 0.16598, 0.33743], [-0.95969, -0.34776, 1.95742], [-1.38759, 0.60537, -2.30061], [-3.16090, -0.30186, 2.17807], [-3.84536, 0.75827, -1.87209], [0.83752, -0.51411, -2.22846], [2.27512, 0.40519, -1.52140], [0.98719, 1.33004, -1.98043], [1.42930, -1.28196, 1.38652], [0.56137, -2.01668, -0.05985], [2.19599, -1.55510, -0.13586], [0.86913, 2.38088, 2.44827]], "forces_ev_per_angstrom": [[-2.521, -0.169, 0.586], [1.762, -0.485, 1.220], [2.077, 0.007, -3.031], [-4.160, -1.755, -0.004], [2.509, 0.392, -1.350], [-0.403, 0.801, 2.446], [-0.143, -2.029, -1.120], [-1.141, -0.005, 0.481], [0.784, 0.803, 4.049], [-0.723, 0.310, 0.464], [-0.301, -0.208, -1.070], [0.120, 0.116, -0.388], [0.903, 0.063, -0.228], [0.844, 0.294, -0.528], [-1.380, -0.241, 1.350], [1.332, 0.691, 0.048], [0.935, 1.709, 0.224], [0.629, -0.567, 0.110], [-1.070, 1.127, -0.744], [-0.758, 0.222, -1.079], [-0.186, -0.720, 0.481], [0.477, 0.580, -0.546], [0.415, -0.938, -1.371]], "energy_ev": -82530.7646, "homo_energy_ev": -7.9988, "e_above_lowest_kcal_mol": 2.22, "mol_weight_g_mol": 227.11, "charge": 0, "gap_ha": 0.323}

***

Entry 4:
{"formula": "C9H11BrN2O2", "method": "ωB97M-V/def2-TZVPD", "elements": ["C", "C", "C", "C", "C", "C", "C", "C", "C", "N", "N", "O", "O", "Br", "H", "H", "H", "H", "H", "H", "H", "H", "H", "H", "H"], "positions_angstrom": [[-2.07650, 1.94734, -0.51134], [-2.14059, 0.79335, -1.27360], [-0.91843, 2.25475, 0.18481], [-1.04532, -0.04722, -1.35783], [0.18487, 1.42461, 0.10091], [0.12067, 0.27473, -0.67644], [1.99052, -1.04548, 0.15795], [1.78712, -0.72481, -2.17938], [-0.95336, -0.90868, 2.45353], [1.27144, -0.54117, -0.83058], [1.21861, -0.87071, 1.64351], [3.04811, -1.58800, 0.15613], [-0.06138, -1.39559, 1.47056], [2.21958, -1.85894, 2.91821], [-2.92913, 2.60952, -0.46477], [-3.04713, 0.54676, -1.80549], [-0.87462, 3.15269, 0.78258], [-1.09304, -0.95735, -1.93591], [1.09560, 1.65348, 0.63276], [2.71606, -1.28800, -2.11576], [1.07248, -1.27886, -2.78766], [1.97993, 0.24433, -2.64150], [-1.92511, -1.30366, 2.17597], [-0.97328, 0.18335, 2.46028], [-0.66709, -1.27646, 3.44305]], "forces_ev_per_angstrom": [[-0.093, 0.080, 0.044], [-0.025, -0.009, -0.049], [-0.080, 0.028, -0.022], [0.187, 0.021, 0.078], [0.050, -0.075, -0.178], [-0.314, 0.351, 0.119], [-1.063, -0.488, 3.686], [0.189, -0.060, -0.283], [0.132, 0.215, 0.230], [-0.166, 0.095, -0.571], [0.897, 0.414, -2.301], [0.273, 0.079, -0.401], [0.395, -0.567, -0.214], [-0.149, -0.151, -0.031], [-0.048, 0.025, 0.037], [-0.073, -0.029, -0.049], [0.044, 0.071, 0.061], [-0.012, -0.080, -0.065], [0.063, 0.039, 0.033], [-0.088, 0.055, -0.041], [0.011, 0.033, -0.005], [-0.026, -0.020, 0.000], [-0.087, -0.023, 0.005], [0.022, -0.008, -0.047], [-0.039, 0.005, -0.038]], "energy_ev": -86626.3743, "homo_energy_ev": -8.8176, "e_above_lowest_kcal_mol": 0.00, "smiles": "CON(Br)C(=O)N(C)c1ccccc1", "mol_weight_g_mol": 259.10, "charge": 0, "gap_ha": 0.349}

***

Entry 5:
{"formula": "C9H11BrN2S", "method": "ωB97M-V/def2-TZVPD", "elements": ["C", "C", "C", "C", "C", "C", "C", "C", "C", "N", "N", "S", "Br", "H", "H", "H", "H", "H", "H", "H", "H", "H", "H", "H"], "positions_angstrom": [[1.65898, 1.68546, 1.05856], [0.90194, 0.57003, 1.19886], [0.50412, -3.30993, -0.90850], [1.78566, -2.98809, -0.94674], [1.39283, 2.60525, -0.04828], [-0.39805, -2.14645, -0.83553], [-0.11492, 0.16391, 0.24831], [-0.46724, 1.49792, -0.89448], [-1.53854, 2.19829, -0.04401], [0.58893, 2.40291, -0.99491], [0.31954, -0.92440, -0.62409], [2.05638, -1.26337, -0.58380], [-0.81637, 0.86554, -2.70944], [2.50201, 1.96880, 1.66111], [1.10935, -0.25708, 1.78899], [0.29439, -4.32309, -1.12756], [2.60292, -3.53591, -1.11196], [1.99217, 3.49242, -0.38050], [-0.95364, -2.14975, -1.73441], [-1.14371, -2.05747, -0.06787], [-1.08045, -0.06365, 0.52328], [-1.86220, 3.10454, -0.68732], [-1.09555, 2.62653, 0.91479], [-2.36804, 1.58794, 0.08937]], "forces_ev_per_angstrom": [[-1.229, -0.090, 0.133], [0.701, 1.842, -0.648], [1.492, 0.022, 0.034], [-2.671, 3.637, 1.394], [1.251, 0.778, -1.187], [-1.195, 0.320, 1.004], [0.738, 1.112, -5.972], [0.889, -1.599, 3.663], [0.873, 3.516, -2.205], [-1.049, 0.449, -1.043], [2.967, -0.004, 0.546], [-0.090, -0.398, -0.740], [-0.579, 0.119, 0.714], [0.144, -0.411, 0.453], [1.022, -0.952, 1.752], [-1.043, -0.731, -0.085], [2.868, -2.294, -0.577], [0.368, -0.880, 1.515], [-0.739, 0.402, -1.455], [-0.817, -1.216, 0.744], [-2.021, -0.417, 1.393], [0.202, -1.188, 1.260], [-0.546, -0.941, -1.234], [-1.535, -1.074, 0.542]], "energy_ev": -93364.8096, "homo_energy_ev": -7.1720, "e_above_lowest_kcal_mol": 0.00, "smiles": "C[C@@]1(Br)N=CC=C[C@@H]1N1CC=CS1", "mol_weight_g_mol": 259.17, "charge": 0, "gap_ha": 0.266}

***

Entry 6:
{"formula": "C9H11CaO6", "method": "ωB97M-V/def2-TZVPD", "elements": ["O", "C", "Ca", "O", "C", "C", "O", "C", "O", "C", "O", "H", "C", "C", "O", "C", "C", "H", "H", "H", "H", "H", "H", "H", "H", "H", "H"], "positions_angstrom": [[1.45598, 0.59263, -5.79127], [0.69830, 0.45809, -4.84418], [-0.44366, -1.14069, -0.53667], [-1.69933, 0.62684, -2.73862], [-1.30367, -0.05164, -1.99348], [-1.94932, -1.29665, 0.61480], [-2.75261, -1.25469, 1.35872], [0.69811, -2.57503, 0.30122], [1.37849, -3.25357, 0.78430], [-1.16430, -2.81375, -1.74593], [-1.47350, -3.64001, -2.38575], [0.84247, -1.34831, -1.88049], [-1.44261, 2.02491, 0.66836], [-0.00769, 1.90003, 0.19500], [0.46660, 0.44184, 0.46257], [0.75992, 0.19784, 1.97519], [2.24877, 0.02354, 2.11654], [-2.12218, 1.36538, 0.13065], [-1.71580, 3.04137, 0.43863], [-1.57053, 1.86451, 1.73477], [0.12239, 1.98381, -0.83150], [0.66814, 2.51855, 0.74253], [0.37768, 1.05278, 2.51765], [0.17515, -0.66474, 2.18558], [2.76532, 0.92948, 1.84562], [2.39543, -0.18431, 3.15743], [2.59246, -0.79820, 1.51833]], "forces_ev_per_angstrom": [[-5.575, -1.013, 6.997], [5.603, 1.014, -7.017], [7.124, 4.145, -1.537], [-2.023, 3.502, -3.824], [-0.852, 0.105, -1.770], [-6.408, -1.666, 3.857], [-2.282, 0.348, 2.382], [-0.174, -0.946, -0.539], [4.364, -4.289, 3.029], [0.154, 0.862, 0.797], [-1.203, -3.490, -2.789], [0.386, -0.667, -1.077], [0.558, 0.234, -0.393], [-0.230, -3.107, 2.391], [0.301, 3.231, 2.747], [0.497, 1.214, -2.891], [-1.083, 0.090, 0.180], [-0.035, 0.018, -0.104], [-0.505, 0.447, 0.036], [0.120, 0.009, 0.087], [0.214, 0.458, -1.840], [0.438, 0.576, 0.188], [-0.120, 0.063, 0.133], [-0.350, -0.855, 0.624], [0.204, 0.259, -0.087], [0.562, -0.189, 0.651], [0.315, -0.352, -0.231]], "energy_ev": -40219.1109, "homo_energy_ev": -11.8272, "e_above_lowest_kcal_mol": 167.70, "mol_weight_g_mol": 255.26, "charge": 1, "gap_ha": 0.244}

***

Entry 7:
{"formula": "C9H11Cl2NO", "method": "ωB97M-V/def2-TZVPD", "elements": ["C", "C", "C", "C", "C", "C", "C", "C", "C", "H", "H", "H", "H", "H", "H", "H", "H", "H", "H", "H", "N", "O", "Cl", "Cl"], "positions_angstrom": [[4.17826, -0.23116, 0.01767], [1.90845, -1.28812, -0.02496], [0.49955, -0.99524, 0.42553], [-1.32436, 0.15561, -0.40205], [-2.48983, -0.60170, -0.35028], [-3.70514, 0.03332, -0.04219], [-3.69893, 1.35904, 0.28344], [-2.56005, 2.12766, 0.17333], [-1.37787, 1.55606, -0.21556], [4.40450, -0.33318, 1.12217], [4.69570, 0.61678, -0.32078], [4.55016, -1.20749, -0.48065], [2.48829, 0.30794, -1.07113], [2.42793, -1.83084, 0.83597], [1.94227, -2.07635, -0.85889], [0.48292, -0.35607, 1.37655], [-0.12038, -1.91614, 0.60050], [-2.59371, -1.66732, -0.53761], [-4.66000, 1.87558, 0.44382], [-2.55137, 3.18095, 0.38835], [2.70575, -0.05906, -0.18325], [-0.05367, -0.37008, -0.75301], [-5.15409, -0.95250, -0.17102], [0.00562, 2.67231, -0.25595]], "forces_ev_per_angstrom": [[-1.412, -2.832, 0.824], [2.011, -1.726, 1.922], [-0.053, -0.409, -0.160], [1.593, 0.578, -1.188], [-0.572, 0.173, 0.171], [1.000, -0.959, -0.297], [-2.151, 1.101, -0.287], [0.194, -0.038, 0.045], [0.450, -0.135, 0.595], [-0.399, 0.068, -1.135], [0.662, 1.038, -0.695], [-0.253, 1.548, 0.554], [0.033, 0.767, -1.113], [-0.736, 0.457, -0.864], [-0.151, 1.369, 0.626], [-0.032, -0.493, -1.532], [0.789, 0.564, 0.119], [0.762, 0.152, -0.140], [0.564, -0.380, 0.211], [-0.294, 0.198, 0.027], [0.433, -1.097, 0.899], [-2.282, 0.635, 1.367], [0.347, 0.594, 0.267], [-0.502, -1.173, -0.215]], "energy_ev": -38092.6157, "homo_energy_ev": -8.9343, "e_above_lowest_kcal_mol": 47.75, "smiles": "CNCCOc1cc(Cl)ccc1Cl", "mol_weight_g_mol": 220.10, "charge": 0, "gap_ha": 0.359}

***

Entry 8:
{"formula": "C9H11ClO2P", "method": "ωB97M-V/def2-TZVPD", "elements": ["C", "C", "C", "C", "C", "C", "C", "C", "C", "O", "O", "P", "Cl", "H", "H", "H", "H", "H", "H", "H", "H", "H", "H", "H"], "positions_angstrom": [[0.35105, 1.41931, -0.13630], [0.72740, -0.95868, -0.40303], [1.11700, 0.32813, -0.54842], [-0.95841, 1.14218, 0.38182], [-0.54356, -1.23411, 0.15795], [-1.40281, -0.11690, 0.49476], [2.49299, 0.68777, -1.06934], [-1.68423, 2.29832, 0.99487], [-0.95240, -2.66164, 0.62107], [-4.50751, -1.22869, 2.40656], [-5.42649, -0.01269, 0.23694], [-4.42270, -0.89510, 0.93686], [-4.36347, -2.67471, -0.24459], [0.84560, 2.36446, -0.23453], [1.18897, -1.86975, -0.69542], [2.40841, 1.74041, -1.51144], [3.16163, 0.81680, -0.11567], [3.00833, -0.15867, -1.59244], [-2.69806, 2.28631, 0.73556], [-1.75219, 2.30104, 2.09471], [-1.15951, 3.22061, 0.67514], [-2.06594, -2.65118, 0.58494], [-0.49427, -3.38940, -0.05887], [-0.71098, -2.87265, 1.70150]], "forces_ev_per_angstrom": [[-1.094, -2.640, 0.106], [-3.215, -1.483, 1.078], [1.480, 1.993, -0.722], [1.686, 2.468, 0.498], [-1.011, 0.894, 1.481], [0.312, -3.623, -0.628], [1.213, 0.626, 1.954], [1.022, 0.822, 0.404], [-0.619, 1.403, -0.071], [0.397, 0.130, -1.720], [1.425, -0.689, 0.573], [-0.760, 0.852, 0.910], [-0.068, 0.085, 0.135], [-0.456, 0.739, 0.191], [1.314, -0.225, -0.395], [0.699, -1.826, -0.102], [-0.958, -0.042, -1.578], [-0.605, 1.173, -0.286], [-1.590, 0.252, -0.872], [0.601, -0.316, -0.228], [-0.661, -0.205, 0.233], [0.986, -0.564, -0.165], [-0.282, -0.168, 0.334], [0.182, 0.345, -1.129]], "energy_ev": -35418.4145, "homo_energy_ev": [-5.2804, -3.9395], "e_above_lowest_kcal_mol": 0.00, "mol_weight_g_mol": 217.61, "charge": -1, "gap_ha": [0.306, 0.250]}

***

- What is the formula in the first record?
  C9H11BrF3N